Record 1
Formula: C3H8N2O2
Source: the Open Molecules 2025 dataset
Level of theory: the ωB97M-V functional and the def2-TZVPD basis

```
15
C3H8N2O2, DFT the ωB97M-V functional and the def2-TZVPD basis
H -1.76224 2.02121 -0.12840
N 0.32618 1.50435 -0.09525
C -0.87297 0.95545 -1.85678
O 1.78159 -1.79079 1.60621
H 2.08007 0.44878 -0.69368
N 0.34741 0.33245 -1.96533
C 1.07930 0.73350 -0.96524
O -1.67343 -1.22347 1.27253
H 2.59678 -2.24042 1.84891
H -0.82746 -1.49444 0.91010
H -2.31993 -1.42531 0.57805
H -1.47349 1.16783 -2.72318
C -0.91786 1.58240 -0.62900
H 0.46037 1.83198 0.84010
H 1.17568 -2.40353 2.00096
```

Computed properties:
total energy	-379.08295	Ha
gap between HOMO and LUMO	9.11	eV
energy relative to the best compared isomer or geometry (same formula, charge and spin)	152.4	kJ/mol
SMILES	c1c[nH]cn1.O.O
total charge	0


Record 2
Formula: C3H8N2O2
Source: the Open Molecules 2025 dataset
Level of theory: the ωB97M-V functional and the def2-TZVPD basis

```
15
C3H8N2O2, DFT the ωB97M-V functional and the def2-TZVPD basis
C -1.29475 -0.10862 1.62924
H 1.06947 -2.17501 -1.60432
O 0.16213 -1.17319 -0.03383
H -2.26021 0.17801 1.87773
H -0.38538 -1.24541 -1.95718
N 2.05062 2.22444 -0.90602
H -1.84901 -1.20832 -0.18962
C -1.06644 -0.79299 0.45632
H -0.25541 -2.83938 -1.20041
C 0.17081 -1.88516 -1.26703
O 0.68493 2.08519 0.84849
H -0.26557 2.25532 0.88009
H 2.82208 2.35082 -0.17919
N 0.92507 2.08716 -0.51947
H -0.50833 0.24713 2.16521
```

Computed properties:
total energy	-378.94178	Ha
gap between HOMO and LUMO	9.96	eV
energy relative to the best compared isomer or geometry (same formula, charge and spin)	523.1	kJ/mol
SMILES	[H]/N=N\O.C=COC
total charge	0


Record 3
Formula: C3H8N2O3S
Source: the Open Molecules 2025 dataset
Level of theory: the ωB97M-V functional and the def2-TZVPD basis

```
17
C3H8N2O3S, DFT the ωB97M-V functional and the def2-TZVPD basis
N 2.25346 1.80308 -0.12976
H 2.76181 1.35296 0.73421
S 1.26928 -0.80589 0.41133
O -0.37380 0.96247 -0.28437
O 2.43641 -0.38252 1.16908
H -2.63336 -0.72026 1.50506
C -2.01739 -1.49283 -0.51442
O 1.56145 -1.67800 -0.68774
H -0.96039 0.82182 1.74126
N 1.40734 1.07022 -0.75766
H 2.33877 2.82118 -0.25687
H -2.77457 -1.09745 -1.12087
H -1.15462 -1.37194 -1.26335
C -1.87993 -0.63529 0.69257
C -1.00780 0.43087 0.73418
H 1.08527 1.41645 -1.65970
H -2.31193 -2.49489 -0.31294
```

Computed properties:
total energy	-852.33005	Ha
gap between HOMO and LUMO (alpha / beta)	7.22 / 7.19	eV
energy relative to the best compared isomer or geometry (same formula, charge and spin)	580.8	kJ/mol
total charge	0